(1)
Computed, not measured: a 2-piece molecular cluster, CH7N2O overall, with wB97M-V/def2-TZVPD.

Structure (ORCA input):
```
! RIJCOSX wB97M-V def2-TZVPD def2/J DEFGRID3
* xyz 0 2
N 1.0836 -1.0160 -0.0981
C -0.0124 -1.3152 0.6793
N -1.1343 -0.6174 0.3812
H 0.9469 -0.2569 -0.7668
H 2.0053 -1.3998 -0.0977
H 0.0700 -1.9872 1.5596
H -2.0759 -0.7279 0.7428
H -1.3052 -0.0474 -0.4664
H 0.9289 2.3892 -0.8362
H -0.5497 2.8639 -0.5027
O 0.0428 2.1146 -0.5949
*
```

Computed properties:
* calculated total energy: -226.95886 hartree
* orbital gap (alpha / beta): 4.9 / 9.4 eV
* ⟨S²⟩: 0.753
* energy above the lowest of the compared OMol25 structures with the same formula, charge and spin: 9.7 kcal/mol
* HOMO (alpha / beta): -4.08 / -8.68 eV

Results of the Löwdin charge analysis, in e, for atoms 1 through 5: number 1, N, carries 0.01; number 2, C, carries -0.38; number 3, N, carries -0.01; number 4, H, carries 0.06; number 5, H, carries 0.06

=====

(2)
Computed, not measured: C4H10N2O3 as an isolated structure, with wB97M-V/def2-TZVPD.

Structure (ORCA input):
```
! RIJCOSX wB97M-V def2-TZVPD def2/J DEFGRID3
* xyz 0 1
C -2.2873 0.2393 0.0547
C 0.6944 1.7742 1.0149
C 0.1257 1.0035 -0.1691
O -0.9633 0.0390 0.4839
O -0.1887 1.6277 -1.1762
H -2.3739 0.9822 -0.7461
H -2.6885 -0.7163 -0.3024
H -2.8910 0.6092 0.8929
H 1.7451 1.9991 0.8261
H 0.6799 1.1980 1.9384
H 0.1669 2.7184 1.1323
N 0.3222 -2.5659 -0.5634
C 1.1477 -0.4636 -0.8613
O 2.1503 -0.8409 0.0327
N 0.2224 -1.4303 -1.1687
H 2.0758 -0.2761 0.8120
H -0.4730 -3.1833 -0.6566
H 0.9524 -2.6340 0.2385
H 1.5830 -0.0800 -1.7828
*
```

Computed properties:
* calculated total energy: -493.49453 hartree
* orbital gap (alpha / beta): 7.6 / 7.6 eV
* energy above the lowest of the compared OMol25 structures with the same formula, charge and spin: 119.6 kcal/mol
* HOMO (alpha / beta): -8.35 / -8.35 eV

Results of the Löwdin charge analysis, in e, for atoms 1 through 5: number 1, C, carries -0.14; number 2, C, carries 0.00; number 3, C, carries -0.53; number 4, O, carries -0.23; number 5, O, carries 0.01

=====

(3)
Computed, not measured: C11H8CrNO5 as an isolated structure, with wB97M-V/def2-TZVPD.

Structure (ORCA input):
```
! RIJCOSX wB97M-V def2-TZVPD def2/J DEFGRID3
* xyz 2 4
O -0.5189 2.4538 -1.0796
C -0.4195 2.1069 -2.2427
Cr -0.0372 -0.4488 -4.2285
C -0.2359 -1.5246 -2.7311
O -0.3366 -2.1434 -1.7429
C 0.2427 -1.8823 -5.4119
O 0.3917 -2.8159 -6.0995
C 1.5976 0.2388 -3.7388
O 2.5677 0.6434 -3.2244
C -1.0600 0.8508 -2.8071
O -2.2120 0.5100 -2.5817
H 0.1862 2.5439 -3.0594
N -0.0295 -0.0635 0.5083
C -0.0151 -0.0559 1.8567
C -1.1719 -0.4375 2.5975
C -1.1584 -0.3907 3.9894
C 0.0019 -0.0003 4.6761
C 1.1598 0.3363 3.9602
C 1.1632 0.3105 2.5688
H -0.8512 -0.3434 -0.0109
H 0.7171 0.3523 -0.0353
H -2.0541 -0.7682 2.0406
H -2.0580 -0.6721 4.5402
H -0.0008 0.0341 5.7668
H 2.0699 0.6131 4.4933
H 2.0615 0.5525 1.9958
*
```

Computed properties:
* calculated total energy: -1898.60370 hartree
* orbital gap (alpha / beta): 6.5 / 6.4 eV
* ⟨S²⟩: 3.875
* energy above the lowest of the compared OMol25 structures with the same formula, charge and spin: 6.5 kcal/mol
* HOMO (alpha / beta): -15.84 / -16.28 eV

Results of the Löwdin charge analysis, in e, for atoms 1 through 5: number 1, O, carries 0.12; number 2, C, carries -0.20; number 3, Cr, carries 0.64; number 4, C, carries -0.11; number 5, O, carries 0.19

=====

(4)
Computed, not measured: a 2-piece molecular cluster, C17H9F3N3O3S2 overall, with wB97M-V/def2-TZVPD.

Structure (ORCA input):
```
! RIJCOSX wB97M-V def2-TZVPD def2/J DEFGRID3
* xyz -1 1
C 0.7566 -1.6649 -3.7367
C 1.8541 -0.9230 -3.6670
N 2.8415 -0.2702 -3.5676
C 0.5955 -2.8818 -3.0384
C -0.6068 -3.6041 -3.1316
C -0.7718 -4.7841 -2.4593
C 0.2523 -5.3031 -1.6638
C 0.0751 -6.5063 -0.9850
N -0.0760 -7.5110 -0.4158
C 1.4517 -4.5954 -1.5672
C 1.6240 -3.4130 -2.2347
H -0.0512 -1.3188 -4.3589
H -1.4015 -3.2156 -3.7448
H -1.6958 -5.3304 -2.5393
H 2.2443 -5.0014 -0.9602
H 2.5568 -2.8810 -2.1611
F -2.3495 5.9193 5.4370
C -2.0234 5.1082 4.4223
F -2.6156 3.9147 4.5517
F -2.3319 5.6703 3.2487
S -0.2272 4.8714 4.4711
N -0.1614 3.9096 3.1134
C -0.2010 2.5555 3.2523
O -0.2914 1.9486 4.3034
C -0.1043 1.8757 1.9453
C 0.0450 2.7465 0.8918
C 0.1583 2.2938 -0.3967
C 0.1102 0.9358 -0.6356
C -0.0521 0.0496 0.4166
C -0.1579 0.5107 1.7117
S 0.0627 4.4459 1.4939
O -1.0661 5.1108 0.7760
O 1.4641 4.9385 1.3120
H 0.2845 3.0037 -1.1990
H 0.1995 0.5669 -1.6456
H -0.1062 -1.0077 0.2169
H -0.2851 -0.1638 2.5442
*
```

Computed properties:
* calculated total energy: -2139.20559 hartree
* orbital gap: 5.1 eV
* energy above the lowest of the compared OMol25 structures with the same formula, charge and spin: 18.1 kcal/mol
* HOMO: -3.46 eV

Results of the Löwdin charge analysis, in e, for atoms 1 through 5: number 1, C, carries -0.18; number 2, C, carries -0.41; number 3, N, carries 0.06; number 4, C, carries -0.27; number 5, C, carries -0.06

=====

(5)
Computed, not measured: a single C5H7N molecule, with wB97M-V/def2-TZVPD.

Structure (ORCA input):
```
! RIJCOSX wB97M-V def2-TZVPD def2/J DEFGRID3
* xyz 0 1
C -1.6985 -0.3714 -0.5998
N -0.6911 -0.4749 0.4487
C -0.2246 0.6578 1.2791
C 0.5585 -0.0549 0.2763
C 1.6551 0.0060 -0.5428
C 2.0503 -1.0280 -1.4102
H -1.3759 -0.9723 -1.4509
H -1.8005 0.6772 -0.9181
H -2.6602 -0.7268 -0.2269
H -0.5342 1.6720 1.0183
H -0.1403 0.4436 2.3414
H 2.1443 0.9649 -0.3911
H 2.9452 -0.6467 -1.9529
*
```

Computed properties:
* calculated total energy: -249.26260 hartree
* orbital gap: 7.5 eV
* energy above the lowest of the compared OMol25 structures with the same formula, charge and spin: 132.2 kcal/mol
* HOMO: -7.79 eV

Results of the Löwdin charge analysis, in e, for atoms 1 through 5: number 1, C, carries -0.03; number 2, N, carries -0.03; number 3, C, carries -0.02; number 4, C, carries -0.24; number 5, C, carries -0.25

=====

(6)
Computed, not measured: C34H38BrN8S2Ta as an isolated structure, with wB97M-V/def2-TZVPD.

Structure (ORCA input):
```
! RIJCOSX wB97M-V def2-TZVPD def2/J DEFGRID3
* xyz 2 1
Ta -0.1962 -0.8518 0.3881
S -2.3654 -1.7623 0.9233
C -1.4948 -2.5167 2.2559
S 0.2481 -2.2420 2.2951
C -2.1161 -3.2711 3.1720
C -3.5394 -3.4904 3.0823
N -4.6761 -3.6366 2.9671
C -1.3647 -3.8716 4.2460
N -0.7495 -4.3205 5.1111
C 3.3649 1.2397 -3.3426
C 2.0603 1.5720 -2.5944
C 1.2579 2.6078 -3.3937
C 2.3685 2.0511 -1.1830
C 2.8527 3.3422 -1.0024
C 3.1956 3.8167 0.2546
C 3.0796 2.9943 1.3650
C 2.5894 1.6973 1.2455
C 2.5898 0.7752 2.4607
C 2.2684 1.4927 3.7755
C 3.9470 0.0625 2.5584
C 2.2261 1.2555 -0.0404
N 1.6819 -0.0924 -0.1745
C 2.4685 -1.0138 -0.8137
C 1.9201 -2.1760 -1.2089
C 2.4706 -3.2563 -1.9233
C 1.4296 -4.0995 -2.1997
C 0.2394 -3.5479 -1.6555
N 0.5322 -2.3736 -1.0153
C -1.1201 -4.1762 -1.8027
C -1.5137 -4.8313 -0.4620
C -1.0835 -5.2875 -2.8622
C -2.1450 -3.1250 -2.2751
H 3.1410 0.8629 -4.3443
H 3.9741 0.4923 -2.8266
H 3.9749 2.1409 -3.4511
H 1.4588 0.6610 -2.5419
H 1.8821 3.4617 -3.6733
H 0.3999 2.9878 -2.8317
H 0.8924 2.1608 -4.3210
H 2.9732 3.9896 -1.8649
H 3.5777 4.8272 0.3668
H 3.3862 3.3625 2.3388
H 1.8367 0.0010 2.3173
H 3.1041 2.1147 4.1025
H 2.0889 0.7602 4.5670
H 1.3832 2.1312 3.6936
H 4.7517 0.7981 2.6223
H 4.1382 -0.5674 1.6819
H 3.9882 -0.5730 3.4475
H 3.5091 -0.7867 -1.0186
H 3.5117 -3.3659 -2.2011
H 1.4790 -5.0181 -2.7659
H -0.8159 -5.6339 -0.2084
H -2.5125 -5.2657 -0.5558
H -1.5259 -4.1254 0.3597
H -0.4781 -6.1393 -2.5386
H -0.7018 -4.9250 -3.8220
H -2.0998 -5.6511 -3.0218
H -2.1321 -2.2146 -1.6764
H -3.1523 -3.5441 -2.2187
H -1.9499 -2.8465 -3.3153
N -0.9025 4.7557 -0.1275
C -1.1358 3.5278 -0.6347
C -0.5750 2.3790 -0.0460
N -0.8383 1.1831 -0.5533
C -1.6176 1.0830 -1.6499
C -2.1514 2.2189 -2.2052
N -1.9315 3.4316 -1.7038
H -0.2697 4.9041 0.6377
H -1.3075 5.5538 -0.5874
H 0.0749 2.4637 0.8149
H -1.8136 0.0983 -2.0616
H -2.7778 2.1522 -3.0901
Br -1.1205 0.8331 2.8131
C -2.8952 1.5519 2.4584
C -3.4939 2.2050 3.5111
C -4.7584 2.7154 3.2610
C -5.3286 2.5445 2.0113
C -4.6203 1.8455 1.0500
N -3.3922 1.3482 1.2753
H -3.0120 2.3095 4.4754
H -5.2933 3.2318 4.0502
H -6.3071 2.9461 1.7823
H -5.0414 1.6578 0.0674
*
```

Computed properties:
* calculated total energy: -5183.36376 hartree
* orbital gap: 6.2 eV
* energy above the lowest of the compared OMol25 structures with the same formula, charge and spin: 23.2 kcal/mol
* HOMO: -14.26 eV

Results of the Löwdin charge analysis, in e, for atoms 1 through 5: number 1, Ta, carries 1.44; number 2, S, carries 0.66; number 3, C, carries -1.06; number 4, S, carries 0.65; number 5, C, carries -0.33

=====

(7)
Computed, not measured: H18KrO9 as an isolated structure, with wB97M-V/def2-TZVPD.

Structure (ORCA input):
```
! RIJCOSX wB97M-V def2-TZVPD def2/J DEFGRID3
* xyz 0 1
Kr 14.1250 -1.5661 -13.9862
O 12.0382 0.6186 -12.2490
H 11.3546 0.6880 -12.9154
H 12.3323 1.5191 -12.1122
O 10.6021 -0.1800 -14.6274
H 9.9084 -0.8087 -14.4281
H 10.2968 0.2731 -15.4133
O 15.5948 -4.6517 -12.1765
H 15.1227 -5.3994 -11.8100
H 15.2434 -4.5565 -13.0617
O 15.6870 -1.4302 -10.5899
H 16.0309 -1.7918 -11.4067
H 15.5534 -0.5009 -10.7762
O 11.7496 -2.3764 -11.5630
H 10.8168 -2.2881 -11.3676
H 12.0414 -1.4841 -11.7496
O 16.6950 0.1118 -14.8168
H 16.3366 0.2387 -15.6952
H 16.2999 0.8089 -14.2933
O 13.8916 1.5063 -14.8794
H 13.6417 1.2040 -15.7525
H 13.6185 0.8001 -14.2937
O 10.9556 -3.1471 -14.3019
H 11.4906 -2.5211 -14.7900
H 11.2891 -3.1006 -13.4059
O 14.9784 -5.2181 -14.9589
H 15.3117 -4.6118 -15.6203
H 14.4807 -5.8666 -15.4569
*
```

Computed properties:
* calculated total energy: -3441.55506 hartree
* orbital gap: 10.6 eV
* energy above the lowest of the compared OMol25 structures with the same formula, charge and spin: 16.3 kcal/mol
* HOMO: -10.63 eV

Results of the Löwdin charge analysis, in e, for atoms 1 through 5: number 1, Kr, carries 0.41; number 2, O, carries -0.07; number 3, H, carries 0.00; number 4, H, carries 0.05; number 5, O, carries -0.05

=====

Number 1: F_max 0.083 hartree/bohr. Number 2: F_max 0.072 hartree/bohr. Number 3: F_max 0.186 hartree/bohr. Number 4: F_max 0.109 hartree/bohr. Number 5: F_max 0.012 hartree/bohr. Number 6: F_max 0.020 hartree/bohr. Number 7: F_max 0.015 hartree/bohr.